{"formula": "C8H12N3S", "method": "ωB97M-V/def2-TZVPD", "total_energy_ha": -874.16115, "homo_ev": -12.391, "total_charge": 1, "symbols": ["C", "C", "C", "C", "C", "C", "C", "C", "N", "N", "N", "S", "H", "H", "H", "H", "H", "H", "H", "H", "H", "H", "H", "H"], "positions_angstrom": [[-1.49, -0.93, -1.35], [-2.83, -0.81, -1.26], [-1.77, 0.71, 0.26], [1.39, -0.53, 0.71], [2.69, 0.04, -0.97], [1.22, 0.21, -1.40], [-1.34, 1.72, 1.27], [0.87, -1.10, 1.98], [2.62, -0.44, 0.35], [-0.92, -0.26, -0.22], [0.47, 0.02, -0.24], [-3.35, 0.38, -0.12], [-0.86, -1.61, -1.83], [-3.63, -1.29, -1.83], [3.28, -0.52, -1.67], [3.18, 1.09, -0.88], [0.94, 1.22, -1.69], [0.94, -0.41, -2.33], [-0.42, 2.26, 0.75], [-2.08, 2.45, 1.43], [-1.12, 1.31, 2.21], [0.00, -1.72, 1.82], [0.52, -0.20, 2.48], [1.70, -1.59, 2.53]]}